No. 1
Computed, not measured: 2 unconnected molecules or ions with the total composition C4H7NO3 in a non-equilibrium geometry, with ωB97M-V/def2-TZVPD.

CARTESIAN COORDINATES (ANGSTROEM)
C1 1.50118 -0.27379 0.31739
C2 -2.59325 -1.02206 -0.85279
C3 -2.06901 0.17208 -0.21106
C4 1.42970 0.93776 -0.31657
N1 -1.38125 -1.12321 -0.64331
O1 1.24748 -1.51615 -0.25410
O2 2.20163 -0.34392 1.54555
O3 1.86211 2.07368 0.19349
H1 1.64498 -0.57384 2.16340
H2 -3.50852 -1.30065 -1.46060
H3 -1.81164 1.03842 -0.80331
H4 -2.08413 0.39392 0.84380
H5 0.93522 0.99704 -1.22216
H6 0.32250 -1.51100 -0.43114
H7 2.30300 2.05171 1.13141

Cartesian forces, eV/Å:
C 1.2625 0.7388 -0.4919
C -2.3783 1.2293 -1.0188
C 0.4895 0.1865 0.0210
C 0.4726 -4.0223 2.7594
N 0.1422 -0.4551 -0.0829
O 1.5567 1.4077 1.0402
O 4.0083 2.2460 -6.1997
O 1.4212 2.5236 2.7771
H -4.6376 -2.1203 5.2620
H 1.5365 -0.5147 1.0092
H 0.0234 0.0442 -0.2200
H -0.3347 -0.4068 0.2433
H -0.6196 0.3330 -1.8374
H -1.5965 -0.3921 -0.4981
H -1.3462 -0.7977 -2.7633

The calculation puts the relative energy (zero: lowest compared OMol25 entry of this formula, charge and spin) at 540.4 kJ/mol. The HOMO energy comes out at -7.75 eV. The spin multiplicity is 1. The calculation puts the molar mass at 117.104 g/mol.

---

No. 2
Computed, not measured: 2 unconnected molecules or ions with the total composition C4H7NO3S in a non-equilibrium geometry, with ωB97M-V/def2-TZVPD.

CARTESIAN COORDINATES (ANGSTROEM)
C1 1.24267 0.46685 -0.77779
C2 1.95635 -0.38911 -0.07479
C3 -2.59450 0.41021 1.47336
C4 -1.83069 0.61229 0.24876
N1 -1.78207 1.22243 -0.82847
O1 2.27127 -1.58949 -0.57346
O2 0.69603 0.31453 -1.95734
O3 2.32399 -0.24632 1.20127
S1 -1.62004 -1.04535 0.96962
H1 0.94688 1.43840 -0.29623
H2 -2.37729 1.03666 2.28699
H3 -3.63574 0.16970 1.32762
H4 1.06272 -0.53073 -2.38447
H5 3.20478 -0.70501 1.46873
H6 -1.42390 1.04558 -1.79357
H7 1.55955 -2.21065 -0.29023

Cartesian forces, eV/Å:
C 0.3601 2.8512 3.5538
C 0.0835 0.0848 -0.2166
C -0.2923 0.0764 -1.3172
C -0.7503 -1.2467 -2.1474
N -0.5952 1.0671 0.0556
O -0.4834 -2.4119 -0.9842
O 0.0721 -2.6156 -3.5177
O 1.8919 0.0057 2.3851
S 0.9368 -0.0183 0.1480
H 0.5500 -1.0698 -0.5580
H 0.5319 0.2718 1.3593
H -0.3113 0.5067 0.0024
H -0.7496 1.7020 0.8546
H -2.2728 1.1246 -1.3737
H 0.2258 -0.6336 2.0047
H 0.8028 0.3056 -0.2486

The calculation puts the relative energy (zero: lowest compared OMol25 entry of this formula, charge and spin) at 278.1 kJ/mol. The HOMO energy comes out at -7.99 eV. The spin multiplicity is 1. The calculation puts the molar mass at 149.171 g/mol.

---

No. 3
Computed, not measured: 2 unconnected molecules or ions with the total composition C4H7NO4 in a non-equilibrium geometry, with ωB97M-V/def2-TZVPD.

CARTESIAN COORDINATES (ANGSTROEM)
C1 1.23999 -1.44614 -0.47354
C2 -1.85999 0.02166 -0.70987
C3 0.63492 0.56973 -0.43330
C4 -0.74729 0.47417 0.31551
N1 1.74820 0.71637 0.44807
O1 2.13851 -1.73506 -1.10823
O2 2.83774 0.80315 -0.13148
O3 1.45620 0.67653 1.65182
O4 -0.79135 -0.44637 1.39551
H1 0.70451 -1.86996 0.43030
H2 -2.83074 0.06763 -0.20204
H3 -1.85282 0.64258 -1.61047
H4 -1.64965 -0.92713 -1.15978
H5 0.78502 0.98638 -1.35433
H6 -0.96187 1.48521 0.65320
H7 -0.85138 -0.01876 2.28862

Cartesian forces, eV/Å:
C -2.4701 2.8015 2.0953
C 0.8797 1.3249 0.5046
C -0.9608 -4.9431 3.6669
C -0.2427 0.1749 -1.7371
N -0.8627 0.9196 -0.9159
O 1.4124 -0.9829 -1.3649
O -0.1805 0.1613 1.7550
O 2.1344 0.2906 -0.5386
O -0.3900 0.0228 0.6678
H 0.2773 0.1081 -0.9318
H 0.2433 -0.2216 -0.3505
H -0.1807 0.5542 0.3352
H 0.0547 -1.0286 0.4288
H 0.1206 0.9838 -2.2063
H -0.2651 0.1217 0.2067
H 0.4303 -0.2873 -1.6152

The calculation puts the relative energy (zero: lowest compared OMol25 entry of this formula, charge and spin) at 663.4 kJ/mol. The HOMO energy comes out at -9.33 eV. The spin multiplicity is 1. The calculation puts the molar mass at 133.103 g/mol.

---

No. 4
Computed, not measured: 3 unconnected molecules or ions with the total composition C4H7NO4 in a non-equilibrium geometry, with ωB97M-V/def2-TZVPD.

CARTESIAN COORDINATES (ANGSTROEM)
C1 -0.34582 -0.79763 0.46275
C2 1.76896 -1.03862 -0.09194
C3 0.06080 0.47868 0.15268
N1 -2.55740 0.58733 -0.62346
C4 0.63207 1.60247 -0.18146
O1 -1.80892 0.80331 0.55971
O2 2.13361 -1.13986 -1.38743
O3 -0.30963 -1.33557 1.68031
O4 2.49378 -1.30203 0.82948
H1 3.04509 -1.49669 -1.41986
H2 0.28143 -0.82894 2.25824
H3 -0.89446 -1.36820 -0.27666
H4 -3.43603 0.16916 -0.32095
H5 -2.78227 1.50806 -0.99808
H6 1.66398 1.64109 -0.50648
H7 0.05481 2.51742 -0.13686

Cartesian forces, eV/Å:
C 2.5522 -1.4218 -0.1794
C -0.5689 -0.8723 0.3807
C -2.8404 1.5846 0.2748
N 0.3073 0.0150 0.0525
C 0.0976 -0.3532 0.0323
O 0.8883 0.4388 -0.2265
O 0.0479 0.0291 0.1147
O -0.0677 0.3008 -0.2728
O -0.2142 0.2416 -0.3020
H -0.1786 0.1432 0.0764
H -0.0720 -0.0298 -0.0771
H -0.0229 0.1280 0.0239
H 0.1221 0.0789 -0.0039
H -0.0413 -0.1157 0.0546
H 0.0042 -0.0411 0.0940
H -0.0136 -0.1259 -0.0424

The calculation puts the relative energy (zero: lowest compared OMol25 entry of this formula, charge and spin) at 775.8 kJ/mol. The HOMO energy (spin up / spin down) comes out at -7.53 / -7.53 eV. The spin multiplicity is 1. The calculation puts the molar mass at 133.103 g/mol.

---

No. 5
Computed, not measured: 2 unconnected molecules or ions with the total composition C4H7NO4 in a non-equilibrium geometry, with ωB97M-V/def2-TZVPD.

CARTESIAN COORDINATES (ANGSTROEM)
C1 -2.39002 1.66091 1.38511
C2 0.44526 -0.88439 -2.11125
C3 1.75595 -1.62855 -1.86126
C4 1.10388 -0.54021 -0.04879
N1 1.06067 -0.29261 1.30486
O1 -3.52456 1.93753 2.04295
O2 -1.53596 0.99270 1.91043
O3 0.18583 -0.24469 -0.88682
O4 2.09918 -1.30747 -0.49324
H1 -2.35452 2.06400 0.41005
H2 0.39879 -0.02153 -2.79649
H3 1.79828 -2.68002 -1.84176
H4 2.65629 -1.36792 -2.36255
H5 -4.03628 2.67628 1.61230
H6 0.36323 -0.05290 1.95731
H7 1.97399 -0.31112 1.77917

Cartesian forces, eV/Å:
C 0.3348 -1.0081 2.0324
C -0.4567 -0.8008 -2.6917
C 0.2325 1.1284 -0.2031
C -0.8774 -0.3370 1.7500
N 3.0118 -0.4546 -0.9916
O -0.8181 1.2128 -0.3080
O -0.5589 0.4463 -0.6133
O 1.0895 0.2386 3.4755
O -1.1299 1.6965 1.7627
H 0.3227 0.5146 -1.4445
H 0.7185 -0.7021 -0.2114
H -0.8357 -1.6319 -0.3012
H 0.6043 0.6725 -1.3520
H 0.7349 -1.2128 0.3900
H -1.7223 0.6089 -0.5063
H -0.6500 -0.3712 -0.7874

The calculation puts the relative energy (zero: lowest compared OMol25 entry of this formula, charge and spin) at 480.1 kJ/mol. The HOMO energy (spin up / spin down) comes out at -5.78 / -5.78 eV. The spin multiplicity is 1. The calculation puts the molar mass at 133.103 g/mol.

---

No. 6
Computed, not measured: C4H7NO4 in the gas phase in a non-equilibrium geometry, with ωB97M-V/def2-TZVPD.

CARTESIAN COORDINATES (ANGSTROEM)
C1 0.53142 0.96026 -0.17935
C2 -0.90091 1.08897 0.43283
C3 1.16377 -0.39830 0.15070
C4 0.44149 -1.61001 -0.41449
H1 0.98809 2.93934 0.04452
H2 1.16344 2.02382 1.35823
H3 0.38280 1.01543 -1.26980
H4 1.18060 -0.60329 1.22055
H5 2.16525 -0.40109 -0.26412
H6 -0.12729 -2.32809 -2.03474
H7 -2.56594 0.34546 0.37496
N1 1.35519 1.99318 0.35861
O1 -1.17182 1.62488 1.46719
O2 0.13791 -2.58061 0.26683
O3 0.35543 -1.52553 -1.74382
O4 -1.83251 0.33259 -0.22495

Cartesian forces, eV/Å:
C -1.5535 -0.1065 -0.1749
C 0.2994 -1.8594 -0.3524
C -1.0348 -0.5240 0.1936
C 0.7546 -0.7033 1.4748
H 0.7098 -1.5426 0.3177
H 0.2455 -0.0709 0.0503
H 0.3846 0.2028 0.3059
H 0.2734 0.3877 0.0702
H 0.2254 0.0712 0.0526
H 0.3030 0.3976 -0.0230
H -1.1934 -0.1148 0.4856
N -0.1525 2.3172 -0.3417
O 0.1565 0.5536 0.0982
O -0.0059 1.3600 -1.4546
O -0.8613 -0.9074 -0.3093
O 1.4493 0.5389 -0.3929

The calculation puts the relative energy (zero: lowest compared OMol25 entry of this formula, charge and spin) at 28.2 kJ/mol. The HOMO energy comes out at -10.15 eV. The spin multiplicity is 1. The calculation puts the molar mass at 133.103 g/mol.

---

No. 7
Computed, not measured: a molecular structure, C4H7NO4S2 in a non-equilibrium geometry, with ωB97M-V/def2-TZVPD.

CARTESIAN COORDINATES (ANGSTROEM)
C1 -0.60336 1.07420 2.00151
C2 -0.46218 0.35059 -0.34152
C3 -0.76795 -2.57673 -0.48652
C4 1.72339 1.87314 -1.05341
N1 -1.59813 1.31576 2.60458
O1 2.05497 -0.29553 0.48235
O2 -2.69735 1.21667 3.01828
O3 -2.74599 -0.94979 -0.47108
O4 1.48950 -0.71246 -1.85846
S1 -1.35738 -0.84562 -0.86495
S2 1.29188 0.09908 -0.70355
H1 0.46859 1.24081 1.98141
H2 -0.25749 -2.90251 -1.44521
H3 -1.57077 -3.34424 -0.32991
H4 -0.26705 -2.40035 0.46625
H5 1.52254 2.45656 -0.12454
H6 1.01069 2.39939 -1.68305
H7 2.76608 2.00104 -1.19219

Cartesian forces, eV/Å:
C -0.0659 1.0479 1.1484
C 1.2903 -0.0162 -0.7318
C -0.0070 -0.6523 -1.6113
C -1.5858 -0.0403 2.1373
N 1.8563 -1.8362 -1.6363
O -1.3890 0.6557 -0.6561
O -1.0841 0.7601 0.6903
O -1.1200 0.7199 -0.4622
O -0.1582 -0.2625 -0.9655
S -0.6655 -1.8525 1.6059
S 0.9195 1.8900 1.1919
H -0.5580 -0.0563 0.0550
H 0.3583 0.4091 1.7650
H 0.1008 1.4432 -0.1750
H 0.7462 -0.4931 -0.5404
H 0.1359 -0.8921 -0.0228
H 0.3287 -0.6449 -0.9315
H 0.8975 -0.1796 -0.8607

The calculation puts the relative energy (zero: lowest compared OMol25 entry of this formula, charge and spin) at 554.1 kJ/mol. The HOMO energy comes out at -9.37 eV. The spin multiplicity is 1. The calculation puts the molar mass at 197.237 g/mol.

---

No. 8
Computed, not measured: C4H7NO5S in the gas phase in a non-equilibrium geometry, with ωB97M-V/def2-TZVPD.

CARTESIAN COORDINATES (ANGSTROEM)
C1 -1.38376 1.30658 0.41666
C2 -0.19671 -0.68844 -1.11930
C3 0.51733 -0.64006 0.22171
C4 0.49188 -1.82720 1.13259
N1 1.31923 0.39516 0.54728
O1 1.99699 0.52543 1.58675
O2 1.32577 1.49500 -0.17025
O3 -2.09904 0.96936 -2.07119
O4 -1.32485 2.47916 0.30774
O5 0.40972 -0.00626 -2.12902
S1 -1.93962 0.14967 -0.90049
H1 -1.53490 0.84884 1.32406
H2 -0.55096 -1.65522 -1.42669
H3 0.43609 -2.91234 0.83630
H4 -0.22915 -1.45996 1.91509
H5 1.48109 -1.89991 1.65727
H6 1.44072 2.29303 0.39955
H7 -0.15982 0.62717 -2.52804

Cartesian forces, eV/Å:
C -0.9832 -2.5474 -0.5392
C 2.3391 -0.6011 1.6182
C 0.0605 -1.8350 -3.6975
C 1.1233 0.4148 1.8942
N -0.0311 0.6650 2.4588
O -0.4034 -1.3850 0.1813
O -0.4115 1.5262 -2.6898
O -0.2085 1.2532 -2.5585
O 0.3605 4.3121 -1.1503
O 1.4005 -0.7877 0.1269
S -0.9285 0.4534 2.9994
H -0.2631 -1.6049 2.6299
H 0.5061 -0.8153 0.2258
H -0.9928 1.5517 -0.6128
H 0.3703 -1.2311 -0.2143
H -0.7631 0.6570 -0.1683
H -0.0848 -1.1013 0.1655
H -1.0901 1.0754 -0.6694

The HOMO energy (spin up / spin down) comes out at -5.58 / -8.48 eV. The spin multiplicity is 3. The calculation puts the molar mass at 181.169 g/mol.

---

No. 9
Computed, not measured: a molecular structure, C4H7NOS in a non-equilibrium geometry, with ωB97M-V/def2-TZVPD.

CARTESIAN COORDINATES (ANGSTROEM)
C1 0.49028 -0.87366 1.00682
C2 -0.53851 -0.68225 0.07140
C3 -1.90976 -0.63827 0.56550
C4 -1.35459 1.38079 -0.87037
H1 2.27564 1.31467 1.06823
H2 0.63840 -1.93086 1.26788
H3 0.26447 -0.35577 1.88878
H4 -0.29051 -1.16635 -0.82131
H5 -2.65821 -0.73300 -0.22653
H6 -2.07587 -0.54166 1.75560
H7 -2.00711 2.58125 -0.75663
N1 -1.13259 0.68590 0.25076
O1 -0.58516 1.05282 -1.91924
S1 2.27113 -0.46949 0.29890

Cartesian forces, eV/Å:
C 4.2675 -1.7777 0.8825
C -1.3658 1.3131 0.0661
C -0.3939 2.8353 2.3135
C 3.6861 2.0201 -5.9817
H 0.0592 -3.7812 -1.7828
H -0.2208 0.1302 -0.0890
H 0.3240 0.8785 1.3843
H -0.4294 0.1455 -1.8968
H -0.3066 -0.5698 0.9678
H -0.2242 -1.0919 -3.1353
H 1.7988 -4.0646 -0.5074
N -0.5443 -2.4594 0.6476
O -4.8319 2.6019 4.5084
S -1.8187 3.8200 2.6230

The calculation puts the relative energy (zero: lowest compared OMol25 entry of this formula, charge and spin) at 613.6 kJ/mol. The HOMO energy comes out at -9.27 eV. The spin multiplicity is 1. The calculation puts the molar mass at 117.173 g/mol.

---

No. 10
Computed, not measured: a molecular structure, C4H7NOS in a non-equilibrium geometry, with ωB97M-V/def2-TZVPD.

CARTESIAN COORDINATES (ANGSTROEM)
C1 -2.92130 0.85632 1.05709
C2 -1.46574 1.18170 1.02289
C3 -0.60702 0.01934 0.10534
C4 2.05513 -1.91270 -1.06298
H1 -3.44009 0.96118 -0.01320
H2 -3.17111 -0.19002 1.27665
H3 -3.46873 1.59225 1.56588
H4 -1.10008 1.45565 1.96214
H5 -1.03073 2.15540 0.32676
H6 1.12436 -3.04301 -0.24860
H7 2.83207 -1.95459 -2.19340
N1 2.18818 -0.30248 -1.15536
O1 -1.15487 -0.85164 -0.50579
S1 1.23810 0.44286 0.17022

Cartesian forces, eV/Å:
C -1.3274 -0.4489 -4.2646
C 2.6387 0.5956 -5.0243
C -0.5140 0.9870 1.3465
C 1.5872 5.9724 -3.2291
H 1.4329 -0.2454 1.8411
H 0.3052 0.4420 0.6180
H -0.7008 0.6265 1.4382
H 1.0925 -0.3225 1.5522
H -2.0066 -2.3602 1.7689
H 2.6219 3.4505 -2.2702
H -2.6214 -1.3400 3.5433
N -2.8345 -7.9719 3.1332
O 0.7849 0.8508 0.4678
S -0.4587 -0.2358 -0.9208

The calculation puts the relative energy (zero: lowest compared OMol25 entry of this formula, charge and spin) at 861.5 kJ/mol. The HOMO energy comes out at -9.03 eV. The spin multiplicity is 1. The calculation puts the molar mass at 117.173 g/mol.

---

No. 11
Computed, not measured: C4H7NOS in the gas phase in a non-equilibrium geometry, with ωB97M-V/def2-TZVPD.

CARTESIAN COORDINATES (ANGSTROEM)
C1 -0.14994 0.34585 1.02531
C2 0.51106 -0.80904 0.58879
C3 0.28271 -1.12185 -0.93418
C4 0.10443 0.27175 -1.64912
H1 -0.90498 2.43959 1.71120
H2 -0.05178 -1.47510 1.23158
H3 1.68980 -0.78357 0.74273
H4 -0.72914 -1.66701 -1.03310
H5 1.13672 -1.86048 -1.25594
H6 -0.30036 0.34878 -2.65766
H7 1.23231 0.67709 -1.94881
N1 -0.78685 0.43319 2.13790
O1 -1.50467 1.77247 2.38510
S1 -0.52932 1.42834 -0.34380

Cartesian forces, eV/Å:
C -3.2669 3.8333 -0.0885
C 3.1731 -2.8643 -0.9468
C -1.1749 -0.9096 0.2087
C 5.0043 0.6814 0.1761
H -2.6603 -2.2932 2.9072
H 1.0049 -1.4754 0.0589
H -2.5390 -0.0745 0.2064
H 1.5894 0.6136 0.1244
H -1.7202 1.7796 0.0667
H -1.0744 -0.2868 0.5743
H -2.5007 -0.9393 1.0600
N 0.0210 1.9736 0.4999
O 4.1677 -0.0716 -3.8863
S -0.0240 0.0331 -0.9610

The calculation puts the relative energy (zero: lowest compared OMol25 entry of this formula, charge and spin) at 391.5 kJ/mol. The HOMO energy comes out at -9.03 eV. The spin multiplicity is 1. The calculation puts the molar mass at 117.173 g/mol.

---

No. 12
Computed, not measured: C4H7NOS in the gas phase in a non-equilibrium geometry, with ωB97M-V/def2-TZVPD.

CARTESIAN COORDINATES (ANGSTROEM)
C1 1.58223 1.14596 0.49173
C2 0.52216 0.42737 0.87025
C3 -0.25695 -0.40343 -0.18269
C4 -1.62352 0.20419 -0.16999
N1 0.29928 -0.28671 -1.60791
O1 -0.11568 -1.67521 0.28124
S1 0.01486 -1.40887 -2.58731
H1 2.23844 1.54665 1.22422
H2 1.99507 1.05179 -0.49633
H3 0.15384 0.44634 1.87901
H4 -2.19377 -0.59096 -0.50610
H5 -1.57636 1.04083 -0.68696
H6 -1.83830 0.21857 0.86521
H7 0.79870 -1.71652 0.62563

Cartesian forces, eV/Å:
C 0.0163 -1.4751 0.6378
C 1.2488 1.1120 -2.6650
C 2.2520 2.0388 0.4620
C 1.0820 -4.7751 2.3076
N 0.0088 1.6020 1.9921
O -0.2440 -1.8260 0.5849
S -0.2847 -1.1108 -0.8402
H 0.2451 0.8382 0.5665
H -0.2284 0.2516 -0.3980
H -0.2466 -0.2726 0.2264
H -2.0167 -1.0313 -1.5184
H -0.4802 3.9854 -2.1950
H -0.6604 0.9706 1.0574
H -0.6919 -0.3076 -0.2180

The calculation puts the relative energy (zero: lowest compared OMol25 entry of this formula, charge and spin) at 361.8 kJ/mol. The HOMO energy (spin up / spin down) comes out at -8.17 / -8.15 eV. The spin multiplicity is 1. The calculation puts the molar mass at 117.173 g/mol.